a.
Density functional theory data (ωB97M-V with the def2-TZVPD basis set) for C25H16BrLaN3O2S as an isolated structure.

As for the HOMO energy: -5.3 eV. The value obtained for the orbital gap is 7.810 eV. Its net charge is -1.

Atoms and positions in Å:
La (-1.21033, -0.06667, 0.51130)
Br (1.26418, 0.18268, 2.48756)
S (-5.78395, -2.45591, 0.07060)
O (-1.71964, 1.53751, 1.98899)
O (-0.41709, -0.26841, -1.61797)
N (-0.17346, 2.02627, -1.88766)
N (-3.40495, -0.99421, 0.35503)
N (-0.65212, 2.11242, -0.56043)
C (2.72075, -1.94589, 3.53896)
C (1.45538, 1.36225, -5.71684)
C (1.29609, 0.10496, -6.29334)
C (-4.39960, -1.60872, 0.23327)
C (-0.03517, -4.63232, 0.28115)
C (0.69269, -0.91268, -5.56604)
C (-1.35338, 5.58718, 2.77107)
C (1.04540, -2.62272, 1.85820)
C (1.52520, -3.95465, 1.99196)
C (-1.59473, 2.81730, 2.21959)
C (1.72300, -1.66265, 2.66085)
C (2.56096, -4.26446, 2.91404)
C (-0.02369, -2.27008, 0.97696)
C (3.13884, -3.29255, 3.67585)
C (-0.09603, 0.79277, -2.29430)
C (-0.74502, 3.30908, -0.12615)
C (0.25352, -0.67375, -4.26798)
C (0.40292, 0.58346, -3.69293)
C (-1.76865, 4.69130, 3.76218)
C (1.00978, 1.60064, -4.42477)
C (-1.05636, 5.08226, 1.52136)
C (0.94737, -4.95885, 1.16981)
C (-0.50794, -3.29592, 0.20078)
C (-1.88235, 3.34362, 3.49421)
C (-1.15542, 3.71803, 1.22109)
H (-0.46554, -5.39781, -0.35707)
H (1.30855, -5.97861, 1.25722)
H (0.56654, -1.89458, -6.00749)
H (-0.45477, 4.10105, -0.81760)
H (3.92780, -3.53562, 4.37692)
H (-0.20626, -1.45708, -3.67988)
H (2.88896, -5.29576, 2.99634)
H (1.12040, 2.57355, -3.96475)
H (-0.72136, 5.75092, 0.73465)
H (-1.31090, -3.10565, -0.51332)
H (1.93037, 2.15882, -6.27786)
H (3.19206, -1.15777, 4.11160)
H (-2.20760, 2.64350, 4.25416)
H (1.64341, -0.07856, -7.30366)
H (-2.00404, 5.05739, 4.75580)
H (-1.26385, 6.64492, 2.97858)

***

b.
Density functional theory data (ωB97M-V with the def2-TZVPD basis set) for C25H16BrLaN3O2S as an isolated structure.

As for the HOMO energy: -5.3 eV. The value obtained for the orbital gap is 7.870 eV. Its net charge is -1.

Atoms and positions in Å:
La (-0.03684, 0.18433, 0.05864)
Br (0.24098, -2.81958, -1.23747)
S (-3.15812, -1.37120, 3.57580)
O (0.13694, 2.03926, 1.37517)
O (0.14108, 0.52111, -2.29555)
N (-1.42524, 2.04916, -0.96070)
N (-2.02641, -0.76567, 1.06537)
N (-1.79159, 1.81340, -2.29362)
C (3.77002, -4.68944, 1.14057)
C (1.70875, -3.52861, -0.27684)
C (-2.15512, 1.25109, -5.04473)
C (2.45016, -0.83224, 2.15247)
C (2.12051, -4.78418, -0.61008)
C (-0.40080, -0.37807, -4.83681)
C (-2.65264, 4.68722, 2.91136)
C (-1.52366, 4.32110, 3.64448)
C (-1.59391, -0.15935, -6.91366)
C (-2.50771, -1.01918, 2.10769)
C (1.84334, -1.41754, 1.06422)
C (-0.61507, -0.77784, -6.14969)
C (-1.17091, 0.63658, -4.27676)
C (-0.74980, 2.89370, 1.84780)
C (-2.14808, 2.86492, -0.29899)
C (-2.36257, 0.85709, -6.35711)
C (2.29429, -2.74775, 0.76336)
C (-1.88337, 3.27469, 1.08642)
C (3.33268, -3.38407, 1.48717)
C (-0.90988, 1.03018, -2.85068)
C (3.18460, -5.36886, 0.11588)
C (3.91693, -2.69231, 2.58265)
C (3.47603, -1.45099, 2.92076)
C (-2.81109, 4.16443, 1.64388)
C (-0.58690, 3.45136, 3.12445)
H (2.15815, 0.17228, 2.46407)
H (-3.67286, 4.43681, 1.04351)
H (-1.76173, -0.46607, -7.93913)
H (3.91020, -0.93319, 3.76913)
H (-3.00469, 3.32202, -0.79798)
H (0.36159, -0.83866, -4.22319)
H (-2.75103, 2.03462, -4.59620)
H (-3.12874, 1.34666, -6.94602)
H (-0.01376, -1.57221, -6.57504)
H (4.70689, -3.17389, 3.14958)
H (3.51733, -6.36638, -0.14520)
H (0.28572, 3.15376, 3.69095)
H (-3.38810, 5.36414, 3.32480)
H (4.57395, -5.14108, 1.71137)
H (-1.37328, 4.71632, 4.64290)
H (1.63417, -5.33168, -1.40609)

***

Most stable structure: a

***

a.
Density functional theory data (ωB97M-V with the def2-TZVPD basis set) for a 6-piece molecular cluster, C22H44O10 overall.

Its SMILES is CCOC(C)=O.CCOC(C)=O.CCOC(C)=O.CCOC(C)=O.CC(C)=O.CC(C)=O. As for the HOMO energy: -9.7 eV. The value obtained for the orbital gap is 10.186 eV.

Atoms and positions in Å:
O (18.18800, 13.62700, 37.28600)
O (19.04500, 13.13400, 30.80500)
O (19.16400, 9.90300, 27.15000)
O (12.77500, 12.08000, 30.95000)
O (20.18800, 18.93200, 31.14800)
O (17.92600, 11.68200, 32.21600)
O (22.85400, 10.02200, 31.67900)
O (13.32500, 13.00700, 33.04800)
O (17.12800, 9.27800, 28.06700)
O (19.85500, 16.80000, 31.54500)
C (15.69000, 10.42500, 29.71000)
C (24.45400, 10.39100, 29.86900)
C (11.12800, 11.82600, 32.69900)
C (18.91500, 12.07400, 31.68000)
C (14.45500, 13.63000, 32.57300)
C (14.78700, 14.83300, 33.36100)
C (12.51900, 12.38300, 32.13000)
C (25.04300, 8.51900, 31.60000)
C (17.13700, 10.26200, 29.17200)
C (18.13600, 13.15300, 36.13700)
C (18.02700, 9.38100, 27.14600)
C (19.43000, 17.99300, 31.21000)
C (17.63900, 8.44500, 25.99600)
C (21.38200, 15.02300, 32.22900)
C (17.94000, 11.74400, 35.75600)
C (18.07000, 14.80700, 29.29000)
C (20.27500, 11.45400, 31.85500)
C (18.01200, 18.27400, 31.11400)
C (18.37900, 14.12300, 34.97900)
C (17.92900, 13.95000, 30.61700)
C (23.98500, 9.60900, 31.10600)
C (21.23000, 16.56700, 31.91400)
H (18.04600, 11.29200, 36.54400)
H (15.67000, 15.30100, 33.09700)
H (17.52800, 19.19100, 30.62700)
H (24.65500, 7.94900, 32.43700)
H (17.20800, 15.53500, 29.07000)
H (25.89200, 8.95600, 31.98100)
H (25.00100, 11.28100, 30.02700)
H (21.75000, 16.77700, 31.15200)
H (17.07800, 8.80500, 25.20500)
H (22.52400, 14.91900, 32.11600)
H (21.01000, 12.15200, 32.17200)
H (14.89000, 10.53200, 28.98900)
H (17.03800, 13.48800, 30.67200)
H (18.64700, 8.23900, 25.66300)
H (17.37600, 14.61300, 34.57400)
H (14.48900, 13.79100, 31.62300)
H (24.95500, 9.67900, 29.30200)
H (18.81800, 11.46700, 35.17800)
H (18.01100, 9.92100, 29.79600)
H (23.47900, 10.66400, 29.24100)
H (11.11900, 11.61700, 33.65100)
H (18.80100, 13.68300, 34.18000)
H (15.30000, 9.47600, 30.19900)
H (10.46700, 12.64500, 32.90500)
H (14.77000, 14.73600, 34.48000)
H (19.02000, 15.28100, 29.23100)
H (17.92300, 14.71600, 31.57600)
H (20.12200, 10.72400, 32.59900)
H (17.22800, 7.51800, 26.41600)
H (25.61800, 7.88200, 30.86900)
H (18.66700, 15.02000, 35.47200)
H (15.30100, 12.87200, 32.76600)
H (10.88900, 10.94000, 32.12500)
H (15.71000, 11.44200, 30.21100)
H (17.73600, 18.32700, 32.08200)
H (18.13400, 14.12000, 28.28000)
H (21.64200, 17.14500, 32.83400)
H (17.59100, 11.36200, 28.72600)
H (20.93800, 14.34400, 31.56500)
H (14.06500, 15.61900, 33.14100)
H (17.70300, 17.28100, 30.61600)
H (20.94600, 14.84600, 33.23200)
H (20.60800, 11.23300, 30.84300)
H (17.05500, 11.30200, 35.42600)

***

b.
Density functional theory data (ωB97M-V with the def2-TZVPD basis set) for a 6-piece molecular cluster, C22H44O10 overall.

Its SMILES is CCOC(C)=O.CCOC(C)=O.CCOC(C)=O.CCOC(C)=O.CC(C)=O.CC(C)=O. As for the HOMO energy: -9.4 eV. The value obtained for the orbital gap is 9.801 eV.

Atoms and positions in Å:
O (0.93127, -59.54679, 25.62147)
O (-1.21025, -59.44441, 26.48360)
O (0.62756, -58.07554, 32.07584)
O (1.92563, -54.75238, 27.03003)
O (2.29436, -52.34111, 30.99022)
O (-5.19539, -49.53546, 27.71062)
O (3.83683, -55.50876, 28.12776)
O (2.28857, -50.92759, 29.24142)
O (-6.73303, -49.58999, 26.01609)
O (-1.16135, -54.10063, 29.05042)
C (-6.96108, -48.01515, 27.81172)
C (3.87313, -54.46530, 29.08827)
C (1.07618, -51.46650, 28.63995)
C (-0.30702, -56.01572, 31.28222)
C (0.84888, -50.67771, 27.34327)
C (2.80094, -51.54526, 30.26558)
C (0.35136, -58.24177, 27.60537)
C (0.74920, -56.86699, 31.97522)
C (4.01446, -50.76737, 30.67790)
C (-1.94758, -54.71481, 28.29006)
C (5.05320, -54.52332, 29.99912)
C (-3.42603, -55.15683, 28.73653)
C (-2.63405, -59.55769, 24.48260)
C (-1.65633, -54.94478, 26.84319)
C (-4.22104, -50.37541, 27.14452)
C (-6.33199, -49.17503, 27.11398)
C (2.83309, -55.56640, 27.19383)
C (1.97523, -56.12301, 32.66090)
C (-1.83419, -60.31059, 25.50547)
C (3.05466, -56.79671, 26.33052)
C (0.04249, -59.10826, 26.43434)
C (-3.33461, -51.00346, 28.27075)
H (5.38595, -55.44003, 30.54638)
H (3.02091, -54.51921, 29.55950)
H (3.75241, -53.51939, 28.40686)
H (-2.39536, -61.05375, 26.19972)
H (1.81696, -55.27497, 33.16350)
H (0.23107, -51.10491, 29.43249)
H (-6.80056, -47.09647, 27.44537)
H (5.00292, -53.72196, 30.66511)
H (2.70678, -55.72678, 31.89411)
H (2.32640, -56.74150, 25.58743)
H (-3.34969, -60.22437, 24.14122)
H (-0.88987, -55.34264, 32.14899)
H (1.26071, -58.38789, 28.01929)
H (-1.87270, -55.80793, 26.59295)
H (0.28329, -55.41484, 30.66464)
H (-0.31924, -58.51031, 28.39208)
H (-3.23021, -58.71660, 25.04605)
H (-3.60550, -54.93719, 29.79553)
H (-3.56525, -49.93875, 26.52154)
H (1.66627, -50.70732, 26.88897)
H (-1.00787, -56.86412, 30.79863)
H (-3.93547, -51.80405, 28.56328)
H (0.31241, -51.23463, 26.52449)
H (-6.96063, -48.04323, 28.90768)
H (-8.04209, -48.12558, 27.43360)
H (-2.40242, -51.72416, 27.95050)
H (2.90543, -57.65652, 27.00720)
H (-1.26054, -61.11203, 25.13053)
H (-3.58717, -56.18072, 28.62649)
H (3.99385, -56.38509, 25.87911)
H (1.16790, -52.50769, 28.50533)
H (3.69271, -49.70955, 30.74746)
H (4.94795, -50.67442, 29.93371)
H (0.12022, -57.15945, 27.34604)
H (-3.18007, -50.27039, 29.02946)
H (2.52056, -56.75279, 33.30542)
H (-0.66771, -54.57949, 26.51503)
H (-2.21738, -54.34776, 26.18168)
H (0.62423, -49.57105, 27.52718)
H (6.00041, -54.25725, 29.59023)
H (4.43316, -51.33417, 31.38994)
H (-4.34079, -54.82049, 28.17533)
H (-1.98589, -59.03283, 23.77603)
H (-4.78923, -51.14357, 26.56234)

***

Most stable structure: b

***

a.
Density functional theory data (ωB97M-V with the def2-TZVPD basis set) for a 2-piece molecular cluster, H2IO overall.

As for the HOMO energy: -3.5 eV. The value obtained for the orbital gap is 7.308 eV. Its net charge is -1.

Atoms and positions in Å:
I (0.09895, 0.01258, -0.79376)
O (-0.46881, -0.08181, 3.52416)
H (-0.35121, -0.00003, 2.55063)
H (0.44686, -0.09888, 3.88404)

***

b.
Density functional theory data (ωB97M-V with the def2-TZVPD basis set) for a 2-piece molecular cluster, H2IO overall.

As for the HOMO energy: -3.6 eV. The value obtained for the orbital gap is 7.508 eV. Its net charge is -1.

Atoms and positions in Å:
I (-1.05388, 2.34256, 0.01053)
O (0.29128, -1.07958, -0.26446)
H (-0.02976, -0.15159, -0.32789)
H (0.79236, -1.11139, 0.58181)

***

Most stable structure: b

***

a.
Density functional theory data (ωB97M-V with the def2-TZVPD basis set) for the molecule C2H3FSi.

Its SMILES is C#C[SiH2]F. As for the HOMO energy: -10.7 eV. The value obtained for the orbital gap is 11.402 eV.

Atoms and positions in Å:
Si (-0.96852, 0.48783, -0.22717)
F (-1.27682, -0.93602, -0.90014)
C (0.68759, -0.11620, 0.24725)
C (1.75132, -0.61218, 0.50966)
H (-1.85282, 0.73687, 0.90120)
H (-1.01662, 1.50047, -1.26758)
H (2.67588, -1.06076, 0.73679)

***

b.
Density functional theory data (ωB97M-V with the def2-TZVPD basis set) for the molecule C2H3FSi.

Its SMILES is FC1=C[SiH2]1. As for the HOMO energy: -10.5 eV. The value obtained for the orbital gap is 10.316 eV.

Atoms and positions in Å:
Si (-0.16499, 0.55873, -0.81109)
F (0.83287, 0.12306, 2.49123)
C (-0.15654, -1.01353, 0.28462)
C (0.42400, 0.02356, 0.90198)
H (0.60979, 0.83199, -2.03601)
H (-0.37492, -2.11192, 0.37018)
H (-1.17020, 1.58810, -1.20092)

***

Most stable structure: a